DFT (ωB97M-V with the def2-TZVPD basis set) results for a 2-piece molecular cluster, C6H9N overall.

Geometry as XYZ:
```
16
Properties=species:S:1:pos:R:3:forces:R:3:mulliken_charge:R:1
C -2.2561 0.6647 -0.5875 -0.094 -0.066 0.165 -0.808
C -1.2930 0.0268 0.0775 0.027 0.157 -0.138 -0.023
C -0.1600 0.5973 0.7983 0.067 -0.050 -0.106 -0.161
C 0.8632 -0.2674 0.6681 0.081 0.017 0.055 0.710
C 2.3039 -0.0224 0.9791 0.019 -0.001 0.064 -1.128
C 0.4131 -1.5421 -0.0043 -0.420 0.263 0.211 -0.751
N -0.8842 -1.3018 -0.2058 0.161 -0.143 -0.090 0.151
H -2.8886 0.1520 -1.3060 0.021 0.017 0.165 0.275
H -2.3760 1.7371 -0.4884 -0.088 -0.137 0.131 0.278
H -0.1912 0.4376 -2.0847 0.225 -0.014 -0.201 0.022
H -0.1598 1.5877 1.2400 0.044 -0.106 -0.168 0.390
H 2.8666 0.0110 0.0371 -0.069 -0.036 0.175 0.234
H 2.7328 -0.8330 1.5762 -0.084 0.085 -0.063 0.295
H 2.4533 0.9307 1.4969 -0.034 -0.170 -0.049 0.314
H 0.3672 -0.0515 -2.0066 0.018 0.146 -0.249 0.009
H -1.4760 -1.9224 -0.7411 0.126 0.038 0.099 0.194
```
Forces are in eV/Å.

Results
energy: -7854.285 eV
HOMO-LUMO gap: 8.3 eV
HOMO: -0.3099 Eh
strongest force on any atom: 0.54 eV/Å
ΔE to the lowest compared entry with this formula, charge and spin: 373.8 kJ/mol
LUMO level: -0.16 eV